DFT (ωB97M-V/def2-TZVPD) results for 2 unconnected molecules or ions with the total composition CH5N3S at a distorted geometry.

Results
F_max = 6.01 eV/Å
energy above the lowest of the compared OMol25 structures with the same formula, charge and spin = 119.6 kcal per mole

Atoms and positions in Å:
C1 -0.07 0.81 -0.09
H1 3.07 -0.24 0.57
H2 1.14 -1.11 0.35
H3 -0.63 1.74 -0.08
H4 -0.44 -0.71 -1.02
H5 -2.85 -0.42 1.03
N1 1.90 -0.54 -0.34
N2 1.29 0.74 -0.18
N3 -0.84 -0.31 0.00
S1 -2.58 0.03 -0.25